1.
16
Properties=species:S:1:pos:R:3:forces:R:3:mulliken_charge:R:1 method="wB97M-V/def2-TZVPD" total_energy_ev=-7393.8705 lumo_energy_ev=0.90 de_lowest_kcal_mol=20.6 smiles=C[C@H]1CC[C@H]1O homo_energy_ev=-9.86
C -0.308139 -1.015718 -1.369477 0.0 0.0 0.0 -1.37
C -0.762455 0.001089 -0.332436 -0.2 0.0 -0.1 0.18
C -0.696834 -0.524342 1.123901 -0.1 -0.2 0.1 -0.61
C 0.693488 0.133174 1.267476 0.2 0.0 0.1 -0.77
C 0.339497 1.014125 0.053872 -0.3 0.0 0.2 0.00
O 1.333048 1.245168 -0.916720 0.1 0.2 -0.1 -0.54
H -0.214739 -0.552043 -2.355918 0.0 -0.1 0.1 0.31
H 0.668733 -1.438254 -1.111804 -0.1 0.0 0.0 0.30
H -1.028759 -1.838394 -1.437970 0.1 0.1 0.0 0.38
H -1.716765 0.443864 -0.642233 0.1 -0.1 0.1 0.33
H -1.448846 -0.061342 1.770905 0.1 0.0 -0.1 0.27
H -0.747546 -1.610493 1.252736 0.0 0.2 0.0 0.30
H 0.938674 0.628668 2.211966 0.0 -0.1 -0.2 0.32
H 1.497637 -0.560953 1.004354 -0.1 0.1 0.0 0.25
H -0.113798 1.957061 0.388242 0.1 -0.1 -0.1 0.34
H 1.566802 2.178391 -0.906894 0.0 -0.1 0.0 0.33

2.
113
Properties=species:S:1:pos:R:3:forces:R:3:mulliken_charge:R:1 method="wB97M-V/def2-TZVPD" charge=-2 total_energy_ev=-176495.1030 lumo_energy_ev=2.93 de_lowest_kcal_mol=5.7 homo_energy_ev=-1.70
Cs 0.413765 -0.552414 0.474887 -1.1 0.2 -0.1 0.75
C -4.639180 -1.733221 2.764252 0.0 0.0 0.0 -0.78
C -3.599762 -2.617780 3.019730 0.0 0.0 0.0 -0.41
C -2.347817 -2.132368 3.369373 0.0 0.0 0.0 -0.46
C -2.112793 -0.759958 3.470820 0.0 0.0 0.0 0.41
C -3.149275 0.120311 3.169688 0.0 0.0 0.0 -0.39
C -4.406236 -0.365403 2.831278 0.0 0.0 0.0 -0.62
P -0.436495 -0.243258 4.040317 -0.1 0.0 -0.1 1.05
C -0.643121 -0.686358 5.823736 0.0 0.0 0.0 -0.27
C 0.454897 -1.218751 6.494558 0.1 0.0 0.0 -0.22
C 0.377816 -1.555979 7.841088 0.0 0.0 0.0 -0.59
C -0.807001 -1.367474 8.535730 0.0 0.0 0.0 -0.48
C -1.913325 -0.840636 7.878076 0.0 0.0 0.0 -0.64
C -1.829710 -0.504273 6.535685 0.0 0.0 0.0 -0.16
C -0.537321 1.572987 3.991769 0.0 0.0 0.0 -0.95
C -0.559072 2.384241 5.126640 0.0 0.0 0.0 -0.57
C -0.595774 3.764942 4.970672 0.0 0.0 0.0 -0.71
C -0.622122 4.290106 3.683376 0.0 0.0 0.0 -0.71
C -0.602798 3.442351 2.575518 0.0 0.0 0.0 -0.45
C -0.542499 2.036930 2.655401 -0.1 0.0 0.0 0.61
H -5.623288 -2.106388 2.503889 0.0 0.0 0.0 0.35
H -3.761690 -3.687573 2.950576 0.0 0.0 0.0 0.45
H -1.542898 -2.830233 3.583462 0.0 0.0 0.0 0.31
H -2.960199 1.186525 3.204635 0.0 0.0 0.0 0.42
H -5.209282 0.331251 2.617570 0.0 0.0 0.0 0.42
H 1.377933 -1.387662 5.946670 0.0 0.0 0.0 0.13
H 1.241109 -1.981940 8.339042 0.0 0.0 0.0 0.40
H -0.874564 -1.639241 9.582948 0.0 0.0 0.0 0.34
H -2.845011 -0.696267 8.413530 0.0 0.0 0.0 0.38
H -2.695944 -0.098896 6.025800 0.0 0.0 0.0 0.42
H -0.547107 1.954342 6.124459 0.0 0.0 0.0 0.34
H -0.606284 4.417448 5.837975 0.0 0.0 0.0 0.36
H -0.652597 5.369168 3.543479 0.0 0.0 0.0 0.33
H -0.625440 3.921083 1.594115 0.0 0.0 0.0 0.35
O -7.201694 -3.984729 -1.067969 0.3 -1.0 -0.3 -0.64
N -7.194256 -2.868076 -0.610872 0.3 0.4 -0.3 1.05
O -8.202606 -2.312029 -0.243178 -0.6 0.5 0.5 -0.66
C -5.930819 -2.119354 -0.577349 0.2 0.0 0.1 -0.17
C -6.061750 -0.774130 -0.524889 0.0 -0.1 0.0 -0.44
C -4.923100 0.073823 -0.518640 0.0 0.0 0.0 1.13
C -5.022459 1.473576 -0.398598 0.0 0.0 0.0 -1.04
C -3.877145 2.215144 -0.348709 0.0 0.0 0.0 -0.93
C -2.636121 1.551457 -0.443459 0.0 0.0 0.0 -0.36
N -2.527194 0.249622 -0.575331 0.0 0.0 0.0 0.29
C -3.643685 -0.489937 -0.596361 0.0 -0.1 -0.1 -0.37
C -3.501714 -1.939291 -0.664593 0.0 0.1 -0.1 -0.24
N -2.244620 -2.411884 -0.742693 -0.1 0.0 0.2 0.01
C -2.052751 -3.706334 -0.672220 0.0 0.0 0.0 -0.16
C -3.106498 -4.620606 -0.539051 0.0 0.0 0.0 -1.00
C -4.397014 -4.162546 -0.530484 0.0 0.1 0.0 -0.75
C -4.639126 -2.774908 -0.614198 0.0 0.0 0.0 1.12
H -7.051953 -0.343182 -0.484565 0.0 0.0 0.0 0.46
H -6.001382 1.935747 -0.330167 0.0 0.0 0.0 0.40
H -3.899166 3.290560 -0.237439 0.0 0.0 0.0 0.50
H -1.703216 2.104143 -0.415734 0.0 0.0 0.0 0.37
H -1.020858 -4.039693 -0.695152 0.0 0.0 0.0 0.43
H -2.895895 -5.678255 -0.448024 0.0 0.0 0.0 0.41
H -5.216648 -4.853851 -0.449233 -0.1 0.0 0.0 0.45
Br 0.573144 -0.863935 -3.228896 0.0 0.0 -0.1 -0.02
C 0.372481 0.804577 -4.127795 0.0 0.0 0.0 0.48
C 0.231929 0.761796 -5.486419 0.0 0.0 0.0 -0.72
C 0.072042 1.965719 -6.206215 0.0 0.0 0.0 -0.43
C 0.057264 3.157618 -5.542942 0.0 0.0 0.0 -0.90
C 0.201556 3.208975 -4.131745 0.0 0.0 0.0 1.18
C 0.175232 4.448742 -3.449514 0.0 0.0 0.0 -1.21
C 0.309601 4.468866 -2.088118 0.0 0.0 0.0 -0.69
C 0.478323 3.263740 -1.365374 0.0 0.0 0.0 -1.58
C 0.516903 1.997985 -1.935794 0.1 0.0 0.0 1.20
C 0.371004 2.011802 -3.365199 0.0 0.0 0.0 -0.17
H 0.238410 -0.189816 -6.001235 0.0 0.0 0.0 0.38
H -0.042196 1.931251 -7.284257 0.0 0.0 0.0 0.35
H -0.070200 4.089803 -6.086339 0.0 0.0 0.0 0.29
H 0.044552 5.362607 -4.021822 0.0 0.0 0.0 0.26
H 0.286555 5.418806 -1.557863 0.0 0.0 0.0 0.41
H 0.582219 3.353000 -0.282067 0.0 0.0 0.0 0.59
C 4.787829 -0.424219 -0.642231 0.0 0.0 0.0 -1.07
S 3.262059 0.525653 -0.697810 0.2 -0.1 0.0 0.92
C 3.966761 2.125444 -1.090506 0.0 0.0 -0.1 -1.08
O 2.830838 0.625337 0.733718 0.9 0.4 0.0 -0.67
H 5.241285 -0.449645 -1.634692 0.0 0.0 0.0 0.38
H 4.482224 -1.427810 -0.343914 0.0 0.0 0.0 0.16
H 5.464663 0.016368 0.092288 0.0 0.0 0.0 0.34
H 4.499587 2.069578 -2.041518 0.0 0.0 0.0 0.36
H 4.628677 2.417920 -0.275081 0.0 0.0 0.0 0.35
H 3.122739 2.807903 -1.179694 0.0 0.0 0.0 0.18
C 5.098761 -0.288916 4.502957 0.0 0.0 0.0 -1.41
C 4.241282 -1.523787 4.431016 0.0 0.0 0.0 1.00
C 4.541890 -2.658651 5.180818 0.0 0.0 0.0 -0.90
C 3.740890 -3.790575 5.119337 0.0 0.0 0.0 -0.76
C 2.615735 -3.777362 4.308538 0.0 0.0 0.0 -0.10
C 2.300214 -2.655206 3.554846 0.0 0.1 0.0 0.39
C 3.115189 -1.537392 3.612822 0.0 0.0 0.0 -0.66
S 1.550304 -5.196261 4.228680 0.0 0.0 0.0 1.41
O 2.310104 -6.316723 4.723000 0.0 0.0 0.0 -0.80
O 0.295870 -4.855786 4.838667 0.0 0.0 0.0 -0.67
N 1.248418 -5.446697 2.654263 0.1 0.0 0.0 -0.14
C 2.395572 -5.718276 1.773672 0.0 0.0 0.0 -0.30
C 2.085901 -5.224977 0.362796 0.0 0.0 -0.1 -1.11
C 1.802804 -3.712193 0.358548 0.2 0.0 0.2 0.57
O 0.723846 -3.361934 0.928070 0.0 -0.6 -0.1 -0.06
O 2.660603 -2.959983 -0.131576 0.0 0.1 -0.1 -0.69
H 6.071376 -0.503185 4.949107 0.0 0.0 0.0 0.42
H 4.610463 0.481488 5.104363 0.0 0.0 0.0 0.25
H 5.251678 0.132667 3.508652 0.0 0.0 0.0 0.25
H 5.422196 -2.660302 5.815281 0.0 0.0 0.0 0.33
H 3.980821 -4.681620 5.684712 0.0 0.0 0.0 0.50
H 1.433073 -2.643998 2.906321 0.0 0.0 0.0 0.19
H 2.870460 -0.671155 3.006191 0.0 0.0 0.0 0.54
H 0.670694 -4.693117 2.252452 0.0 0.0 0.0 -0.10
H 2.597986 -6.790164 1.779041 0.0 0.0 0.0 0.43
H 3.299378 -5.209216 2.130918 0.0 0.0 0.0 0.27
H 1.215416 -5.759570 -0.029538 0.0 0.0 0.0 0.22
H 2.946951 -5.426648 -0.273354 0.0 0.0 0.0 0.38